1.
Density functional theory data (ωB97M-V with the def2-TZVPD basis set) for 2 unconnected molecules or ions with the total composition C10H14ClN4O6.

```
35
Properties=species:S:1:pos:R:3:nbo_charge:R:1
C 0.77 -2.20 -1.14 0.55
C -0.97 0.16 1.70 -0.39
C 2.72 0.28 -0.95 -0.06
H 1.11 1.10 -1.84 0.52
Cl -0.69 2.67 -2.60 2.54
O 0.33 -1.27 -0.35 -0.47
O 1.64 1.19 -1.02 -0.76
N 1.77 0.56 3.81 -0.34
C 1.23 -2.14 1.65 0.26
H 3.08 -1.65 0.01 0.23
H 2.84 -0.29 -1.87 0.18
H -2.27 1.39 0.47 0.22
C 1.25 0.42 2.80 0.30
O -0.48 1.23 -2.71 -0.91
H -1.26 -0.81 2.11 0.22
H -2.07 -1.43 -0.61 0.18
C 2.63 -0.69 0.27 -0.46
H 3.22 -0.29 1.11 0.24
O 0.59 3.33 -2.67 -0.86
C 1.21 -0.95 0.77 0.20
N 1.28 -3.09 2.29 -0.28
N -3.49 -1.16 0.93 -0.86
O -1.55 3.11 -3.66 -0.85
O -1.30 2.93 -1.31 -0.87
H -1.23 0.90 2.46 0.22
C 0.57 0.26 1.51 -0.35
N 1.12 -3.03 -1.84 -0.41
H -3.23 -0.17 -0.93 0.19
H -0.94 0.70 -0.40 0.26
H -3.56 -2.16 0.86 0.36
H -4.42 -0.78 0.86 0.35
C -2.62 -0.62 -0.14 -0.21
H 3.63 0.88 -0.82 0.18
H 0.79 1.15 0.91 0.32
C -1.67 0.48 0.37 -0.42
```

Orbital gap   9.57 eV
Lowest unoccupied orbital energy   2.91 eV
Total charge   -1

---

2.
Density functional theory data (ωB97M-V with the def2-TZVPD basis set) for a single C13H21NO2S molecule.

```
38
Properties=species:S:1:pos:R:3:nbo_charge:R:1
O 1.19 2.98 1.62 -0.63
H 4.28 1.34 -0.01 0.23
H -0.17 3.08 -1.40 0.18
H -1.24 1.29 -2.67 0.19
H 3.18 -2.09 -2.40 0.24
H -0.70 3.49 0.24 0.23
H -0.85 -2.43 -0.40 0.21
H 1.27 -0.04 1.98 0.23
N 0.21 1.65 0.08 -0.65
C 1.08 1.90 1.08 0.69
C -2.44 -1.07 -0.81 -0.05
H -0.38 -2.05 3.27 0.21
H -2.43 -2.96 0.20 0.20
H -0.91 -0.58 1.33 0.20
H 0.15 0.74 -0.35 0.43
C -2.02 2.13 -0.83 -0.43
H -2.49 1.75 0.08 0.21
C -1.94 1.01 -1.87 -0.07
C 2.59 0.06 0.32 -0.19
H 0.35 -2.68 1.78 0.20
H -2.96 -1.56 -1.65 0.17
H -2.37 -1.31 2.00 0.20
C -0.63 2.68 -0.49 -0.22
H -2.93 0.84 -2.32 0.18
C -0.59 -2.48 2.29 -0.61
H -3.19 -0.50 -0.24 0.16
C -1.77 -2.10 0.09 -0.42
O -1.45 -0.20 -1.34 -0.57
C 4.05 -0.32 -1.44 -0.25
C 3.71 0.48 -0.33 -0.26
H -2.63 2.94 -1.22 0.22
C 3.17 -1.33 -1.64 -0.42
H 2.66 1.04 2.21 0.25
S 1.92 -1.34 -0.46 0.42
H 4.90 -0.14 -2.07 0.22
C -1.44 -1.52 1.46 -0.40
H -1.11 -3.42 2.43 0.20
C 1.92 0.68 1.49 -0.53
```

Orbital gap   9.37 eV
Lowest unoccupied orbital energy   0.72 eV

---

3.
Density functional theory data (ωB97M-V with the def2-TZVPD basis set) for 2 unconnected molecules or ions with the total composition C4H11NOS in a non-equilibrium geometry.

```
18
Properties=species:S:1:pos:R:3:nbo_charge:R:1
C 0.11 -0.01 -0.36 -0.17
N -2.05 1.27 -0.79 -0.91
H 1.11 1.12 1.00 0.21
C 0.64 -1.52 -0.20 -0.62
H 1.73 -1.45 -0.21 0.21
O -1.65 -1.62 2.08 -0.60
C 0.16 0.66 1.01 -0.64
H -2.49 -1.39 2.50 0.42
H 0.11 -0.13 1.74 0.24
H -3.05 1.25 -0.90 0.35
H 1.60 1.49 -1.18 0.23
H 1.03 0.25 -2.37 0.21
H 0.03 1.46 -1.84 0.24
H 0.33 -1.90 0.78 0.23
H -0.78 1.36 1.18 0.23
C 0.79 0.82 -1.42 -0.65
S -1.71 -0.20 -0.63 0.80
H 0.42 -2.22 -0.89 0.21
```

Orbital gap (spin up / spin down)   9.81 / 5.95 eV
Lowest unoccupied orbital energy (spin up / spin down)   -0.31 / -1.85 eV

---

4.
Density functional theory data (ωB97M-V with the def2-TZVPD basis set) for a gas-phase ion, C17H26N3O4 (charge +1) in a non-equilibrium geometry.

```
50
Properties=species:S:1:pos:R:3:nbo_charge:R:1
H -4.80 1.85 -1.77 0.27
O 3.00 2.69 2.35 -0.54
H 1.48 -0.22 -1.55 0.21
C -3.63 1.99 -1.97 -0.48
C 2.80 0.14 2.66 -0.74
C 3.54 1.23 -0.51 -0.08
C 2.06 -2.20 -0.46 -0.43
H -0.91 5.15 -0.35 0.18
O 4.34 1.36 0.74 -0.56
C -3.19 3.46 -1.32 -0.09
C 0.89 -3.27 -0.85 -0.41
H 4.27 -0.92 -0.29 0.22
H 2.41 1.38 -0.18 0.19
H 3.01 0.17 3.83 0.28
H 1.83 -1.69 0.57 0.21
N -1.63 -2.25 3.83 -0.58
C -2.00 -0.36 -2.05 -0.15
H 0.36 -3.59 0.17 0.20
O -2.04 4.08 -2.02 -0.56
C 3.39 1.47 1.89 0.79
C -2.85 0.77 -1.15 0.25
H 4.54 -0.23 -2.02 0.23
H -1.99 -3.14 4.25 0.36
H -1.42 0.36 3.02 0.28
H 0.17 -2.27 -2.82 0.26
H -1.91 -0.33 -3.21 0.28
H -4.07 4.26 -1.36 0.23
C -0.93 4.20 -1.03 0.62
H 3.82 2.03 -1.33 0.22
H -3.80 -2.02 3.37 0.22
H 1.65 -0.05 2.45 0.23
N -2.29 -0.20 1.02 -0.11
C -2.72 -1.55 3.27 0.06
H 3.37 -0.80 2.23 0.23
C -1.45 -1.36 0.55 0.01
H 3.07 -2.83 -0.35 0.24
H -2.87 3.37 -0.18 0.20
H 1.31 -4.28 -1.31 0.25
H 2.42 -1.44 -2.68 0.22
H -0.96 -3.62 -2.15 0.27
C -0.31 -2.68 -1.81 -0.49
C -2.41 -0.10 2.56 -0.30
O 0.02 3.27 -0.84 -0.54
H -3.35 2.00 -3.11 0.27
C -1.23 -1.51 -1.10 0.08
H -3.35 0.59 2.81 0.27
C 3.75 -0.28 -1.14 -0.44
H -0.91 -2.14 1.22 0.31
N -2.96 0.77 0.34 -0.19
C 2.33 -1.03 -1.58 -0.43
```

Orbital gap   7.09 eV
Lowest unoccupied orbital energy   -5.12 eV
Total charge   +1

---

5.
Density functional theory data (ωB97M-V with the def2-TZVPD basis set) for 5 unconnected molecules or ions with the total composition CH12O4 in a non-equilibrium geometry.

```
17
Properties=species:S:1:pos:R:3:nbo_charge:R:1
O 2.07 -0.98 -1.93 -0.94
H 2.67 0.79 1.39 0.47
H 3.65 -0.02 2.24 0.47
H 1.53 -1.07 -1.14 0.47
H -1.69 -2.76 -1.49 0.48
H -0.58 1.08 -1.07 0.47
C -2.22 1.13 1.12 -0.86
H -1.29 1.73 1.00 0.23
H -1.88 0.12 1.07 0.19
H -1.32 -1.74 -0.23 0.47
O 2.97 -0.12 1.46 -0.94
H -2.91 1.36 0.29 0.22
O -0.04 1.85 -1.25 -0.93
H 2.81 -1.64 -1.81 0.48
H 0.83 1.65 -1.14 0.47
O -1.84 -2.57 -0.58 -0.95
H -2.76 1.20 2.07 0.22
```

Orbital gap   11.78 eV
Lowest unoccupied orbital energy   0.13 eV

---

6.
Density functional theory data (ωB97M-V with the def2-TZVPD basis set) for 2 unconnected molecules or ions with the total composition C9H22BNO5S.

```
39
Properties=species:S:1:pos:R:3:nbo_charge:R:1
H 0.59 0.71 2.72 0.17
C -3.88 3.34 0.07 -0.25
C -2.98 1.17 -0.11 -0.09
H -2.13 0.04 1.52 0.19
H -4.08 4.11 0.81 0.19
B 2.99 -3.63 -2.60 0.77
H -1.01 2.77 1.12 0.19
H 3.42 1.10 -3.15 0.12
H 3.41 -3.51 -3.71 -0.11
H 3.68 -3.27 -0.59 0.24
O 0.89 -4.55 -4.14 -0.22
H 2.23 -1.09 -3.20 0.22
H 4.39 -2.21 -1.78 0.23
H 0.47 2.43 3.17 0.17
H 0.92 -0.55 -2.15 0.23
O -1.27 1.37 3.34 -0.55
S 2.71 0.96 -2.03 -0.06
H -0.49 0.88 5.19 0.17
N 1.59 -5.25 -3.55 0.42
H 0.68 2.35 0.83 0.19
H -2.14 0.32 4.83 0.19
O 2.08 -4.62 -2.35 -0.59
H -0.75 -0.49 4.07 0.16
C -0.27 1.97 1.22 -0.09
C 3.46 -2.67 -1.47 -0.78
H -2.63 1.57 -1.07 0.17
C -0.04 1.60 2.67 -0.09
H -4.81 3.07 -0.43 0.16
H -3.87 0.55 -0.28 0.17
C 2.41 -1.63 -1.07 -0.39
H -3.17 3.73 -0.66 0.16
C -1.14 0.47 4.41 -0.25
C 1.98 -0.71 -2.22 -0.51
O -0.59 0.87 0.38 -0.54
H -1.85 -0.61 -0.09 0.18
C -1.89 0.31 0.49 -0.09
H 1.55 -2.12 -0.65 0.21
H 2.85 -1.00 -0.30 0.22
O -3.33 2.23 0.76 -0.54
```

Orbital gap   8.64 eV
Lowest unoccupied orbital energy   -0.30 eV

---

7.
Density functional theory data (ωB97M-V with the def2-TZVPD basis set) for a molecular structure, C35H32N3O3PtS.

```
75
Properties=species:S:1:pos:R:3:mulliken_charge:R:1
H -1.05 2.87 0.57 0.55
H 3.33 -1.66 0.22 0.31
C -5.29 -1.36 -0.69 -0.43
C 0.15 -1.39 -2.81 1.08
H -2.71 -2.47 6.30 0.37
H 5.07 0.85 -5.29 0.38
C -2.50 -2.88 4.20 -0.84
C -1.64 2.08 0.09 -1.25
H 4.66 3.00 -4.14 0.39
N -0.32 -1.22 -0.52 1.07
H -2.07 -3.02 2.10 0.45
H 5.59 1.69 3.06 0.38
H 3.83 2.40 1.42 0.47
S 2.23 0.95 -0.42 0.98
H -0.24 1.60 -4.03 0.45
C 4.83 -1.32 1.71 -0.75
C 4.15 1.37 1.51 -0.35
C 3.54 0.42 0.70 0.13
C 4.31 2.07 -3.70 -0.62
H 0.71 -3.18 -3.84 0.41
C -3.75 3.31 0.53 -1.95
C 5.47 -0.38 2.51 -0.39
H -3.87 -0.25 2.16 0.33
C -1.86 -2.51 3.03 -0.30
H -5.20 -0.34 -2.58 0.35
H 3.41 3.02 -1.96 0.48
C -1.30 -1.16 5.37 -0.71
C 3.63 2.10 -2.49 -0.34
H -3.96 3.45 -0.53 0.35
C -4.18 -0.24 1.13 -0.03
C 4.55 0.87 -4.34 -0.48
O 2.05 2.40 -0.11 -0.77
N -0.12 -0.08 -2.87 0.03
H -1.06 -0.61 6.28 0.43
C 4.09 -0.32 -3.79 -0.78
H -3.63 1.88 2.88 0.41
H 6.22 -0.69 3.23 0.37
C -2.99 2.00 0.79 3.35
H 4.25 -1.26 -4.30 0.41
O 0.22 0.23 4.24 -0.75
H 0.23 -3.05 -1.33 0.32
H 0.54 0.33 3.29 0.34
C 0.04 -1.99 -1.49 -1.03
C 3.20 0.91 -1.93 0.13
H 0.40 0.44 -6.14 0.40
H -3.88 1.54 -1.71 0.25
C -3.81 0.82 0.30 -0.38
H -5.16 -2.13 1.31 0.39
N -0.59 -1.80 0.66 -1.25
H 3.02 -1.22 -2.16 0.23
C -2.21 -2.19 5.37 -0.32
H 0.89 -2.03 -6.04 0.42
C 0.34 -0.12 -5.21 -0.71
C 3.41 -0.30 -2.58 -0.09
C -0.93 -1.48 3.00 0.13
C -2.70 1.92 2.30 -2.24
C 0.51 -2.13 -3.94 -1.01
H -4.71 3.31 1.07 0.42
C 5.12 0.96 2.42 -0.64
C -0.02 0.54 -4.05 -0.16
C 0.61 -1.48 -5.15 -0.27
H -5.85 -2.20 -1.07 0.39
H 5.08 -2.37 1.81 0.39
C -4.91 -1.32 0.64 -0.78
C -0.65 -0.79 4.19 0.34
Pt -0.81 0.90 -1.05 -0.52
H -2.14 2.80 2.61 0.56
H -3.22 -3.69 4.20 0.40
C -4.93 -0.31 -1.53 -0.89
O 0.50 -0.06 1.73 -0.33
C -0.27 -1.06 1.72 0.61
H -2.10 1.04 2.54 0.36
H -3.16 4.16 0.87 0.47
C -4.20 0.76 -1.04 0.00
C 3.86 -0.92 0.81 -0.12
```

Orbital gap   5.98 eV
Lowest unoccupied orbital energy   2.46 eV
Total charge   -1

---

8.
Density functional theory data (ωB97M-V with the def2-TZVPD basis set) for a molecular structure, AgIPt.

```
3
Properties=species:S:1:pos:R:3:nbo_charge:R:1
I -4.20 -0.62 2.57 0.29
Ag -5.76 -1.85 0.70 0.84
Pt -2.93 -2.49 0.12 0.87
```

Orbital gap (spin up / spin down)   7.84 / 6.23 eV
Lowest unoccupied orbital energy (spin up / spin down)   -12.55 / -13.82 eV
Total charge   +2
Spin multiplicity   3

---

no.,E_tot (hartree)
1,-1519.87775
2,-1111.38615
3,-687.01304
4,-1127.78738
5,-346.20686
6,-1209.97213
7,-2260.39843
8,-563.07414